## P
Formula: C4H7N3O2
Source: the Open Molecules 2025 dataset
Level of theory: ωB97M-V/def2-TZVPD

```
! wB97M-V def2-TZVPD RIJCOSX def2/J DEFGRID3
* xyz 0 1
C 0.4899 -0.4782 -1.4351
N -0.5792 -0.6005 -0.4851
C -1.8108 -1.1258 -0.7724
O -2.0946 -1.8465 -1.6943
N -2.6369 -0.6719 0.2420
C -1.9657 0.1635 1.1189
O -2.3952 0.7024 2.1063
N -0.7022 0.2741 0.6025
C 0.4413 0.7155 1.3495
H 0.5606 0.5399 -1.8278
H 1.4399 -0.7634 -0.9824
H 0.2560 -1.1619 -2.2492
H -3.6083 -0.9194 0.3311
H 1.0530 -0.1291 1.6791
H 1.0485 1.3983 0.7539
H 0.0538 1.2404 2.2216
*
```

## Properties
- LUMO (eV) = 0.65
- HOMO-LUMO gap (eV) = 9.4
- structure (SMILES) = Cn1c(=O)[nH]c(=O)n1C


## Q
Formula: C4H7N3O2
Source: the Open Molecules 2025 dataset
Level of theory: ωB97M-V/def2-TZVPD

```
! wB97M-V def2-TZVPD RIJCOSX def2/J DEFGRID3
* xyz 0 1
H -0.4627 -0.0188 -3.0683
N 0.3253 0.5954 -2.4921
C -0.1772 0.5499 -1.3145
N -1.1976 -0.2423 -0.8105
N -1.6731 -0.4748 0.3336
C -1.0755 -0.7684 1.4038
C 0.4602 -0.7690 1.8213
O 1.3634 -0.6254 0.8220
C 1.5213 0.6893 0.2331
O 0.2222 1.0549 -0.1961
H -2.0373 -0.2665 -1.4501
H -1.7186 -0.9585 2.3074
H 0.4489 -0.0678 2.6244
H 0.7439 -1.6231 2.3050
H 2.0168 0.5788 -0.6689
H 1.7688 1.5605 0.8640
*
```

## Properties
- LUMO (eV) = 0.82
- HOMO-LUMO gap (eV) = 9.4
- structure (SMILES) = [H]/N=C1\N/N=C\COCO1


In kJ/mol, relative to the most stable structure: P 0.0; Q 469.0.


## P
Formula: C3H10NO2Si
Source: the Open Molecules 2025 dataset
Level of theory: ωB97M-V/def2-TZVPD

```
! wB97M-V def2-TZVPD RIJCOSX def2/J DEFGRID3
* xyz 1 1
C -1.9349 -1.8007 0.9954
C -2.3858 -0.6970 0.4036
C 1.7018 1.3138 0.1640
N 1.2140 2.0059 -0.9826
O 2.2190 -1.5556 0.4832
O 0.6638 -1.0404 -1.6239
Si 1.5836 -0.4722 -0.4481
H -1.6299 -1.5663 2.0548
H -2.0333 -2.7708 0.7473
H -2.5679 0.2945 0.7468
H 0.9353 1.5112 0.8392
H 2.6132 1.4876 0.6113
H -2.8855 -0.9169 -0.4820
H 2.0205 2.1258 -1.5531
H 0.8062 2.8735 -0.7401
H 2.7003 -2.3415 0.4943
H 0.7798 -0.9799 -2.5643
*
```

## Properties
- LUMO (eV) = -5.02
- HOMO-LUMO gap (eV) = 8.3


## Q
Formula: C3H10NO2Si
Source: the Open Molecules 2025 dataset
Level of theory: ωB97M-V/def2-TZVPD

```
! wB97M-V def2-TZVPD RIJCOSX def2/J DEFGRID3
* xyz 1 1
C 0.1470 2.2969 0.5625
C 1.6242 1.8117 0.2964
C 1.8795 0.3931 0.0897
N 0.9076 -0.3929 -0.0509
O -0.8136 1.6009 0.5321
O -1.2730 -1.6086 0.4106
Si -2.2412 -2.0226 -0.9478
H 0.1379 3.2638 0.8909
H 2.0480 2.4943 -0.5907
H 2.1835 2.2480 1.1416
H 2.9675 -0.0053 -0.0208
H 0.8201 -1.4189 -0.0563
H -1.4055 -2.1379 1.1575
H -0.0534 0.0382 0.1035
H -2.2459 -3.4014 -0.9969
H -3.5272 -1.5955 -0.5356
H -1.1557 -1.5639 -1.9856
*
```

## Properties
- LUMO (eV) = -4.41
- HOMO-LUMO gap (eV) = 10.3


In kJ/mol, relative to the most stable structure: P 0.0; Q 64.3.


## P
Formula: C6H17NO
Source: the Open Molecules 2025 dataset
Level of theory: ωB97M-V/def2-TZVPD

```
! wB97M-V def2-TZVPD RIJCOSX def2/J DEFGRID3
* xyz 0 1
C 1.0151 -1.6229 -2.8784
C 1.5473 -0.2447 -2.4634
C 1.5480 0.0033 -0.8480
C 0.1741 0.1136 -0.0718
C -0.7288 1.2825 -0.4086
C 0.1685 2.5561 -0.1706
N -1.9089 1.1415 0.5631
H 1.0485 -2.3704 -2.1719
H -0.0728 -1.6015 -3.1656
H 1.5150 -1.9443 -3.7785
H 2.7400 -0.2288 -2.5376
H 1.3037 0.6359 -3.1420
H 2.2591 -0.6106 -0.2920
H 1.9241 1.0126 -0.6520
H -0.3524 -0.8707 -0.3471
H 0.2270 0.2797 1.0194
H -1.1962 1.3320 -1.4805
H 1.2203 2.4991 -0.2720
H -0.0142 2.7872 0.8184
H -0.1548 3.2796 -0.7822
H -2.3958 1.9856 0.7104
H -2.5941 0.5543 0.2304
O -1.4661 -2.8106 5.3831
H -0.9169 -2.8856 4.5541
H -1.7943 -1.8879 5.3283
*
```

## Properties
- LUMO (eV) = 0.81
- HOMO-LUMO gap (eV) = 10.2
- structure (SMILES) = CCCC[C@H](C)N.O


## Q
Formula: C6H17NO
Source: the Open Molecules 2025 dataset
Level of theory: ωB97M-V/def2-TZVPD

```
! wB97M-V def2-TZVPD RIJCOSX def2/J DEFGRID3
* xyz 0 1
C -1.4720 0.4567 -2.8305
C -0.9785 0.1561 -1.3149
N -0.2140 1.2975 -0.8315
C 1.0404 0.9267 -0.1445
C 2.0271 2.1243 -0.3562
C 0.8376 0.5904 1.2983
C 2.1117 -0.1062 1.9112
H -0.6743 0.2062 -3.5251
H -1.6758 1.5333 -2.9624
H -2.4670 -0.1443 -2.9124
H -0.6232 -0.8165 -1.2642
H -2.0302 0.1626 -0.8055
H -0.0921 1.9851 -1.5681
H 1.4876 -0.0854 -0.5053
H 1.6327 3.0901 -0.0260
H 2.9166 2.2608 0.2655
H 2.4653 2.1565 -1.3441
H 0.5356 1.5653 1.7499
H -0.1414 -0.0265 1.3811
H 1.8624 -0.4543 2.9180
H 2.0776 -1.1443 1.2983
H 3.1010 0.2105 1.8285
O -3.8498 -5.4944 2.2377
H -3.3448 -5.6293 3.1049
H -4.5325 -4.8210 2.3974
*
```

## Properties
- LUMO (eV) = 0.92
- HOMO-LUMO gap (eV) = 9.5
- structure (SMILES) = CCN[C@@H](C)CC.O


## R
Formula: C6H17NO
Source: the Open Molecules 2025 dataset
Level of theory: ωB97M-V/def2-TZVPD

```
! wB97M-V def2-TZVPD RIJCOSX def2/J DEFGRID3
* xyz 0 1
C 1.7639 1.3007 -1.9109
C 1.1684 -0.0379 -1.5855
C -0.4379 -0.3231 -1.4402
C -1.4303 0.6617 -0.7233
C -0.8106 0.6964 0.6910
N -1.5811 -0.1087 1.6946
C -1.2611 -1.4810 1.9015
H 1.6246 1.4996 -3.0154
H 2.8004 1.2754 -1.7831
H 1.5471 2.2241 -1.3399
H 1.5882 -0.6643 -2.3690
H 1.3082 -0.2557 -0.4591
H -0.7685 -0.1383 -2.4532
H -0.6585 -1.3864 -1.2154
H -2.4457 0.2387 -0.8483
H -1.6992 1.6750 -1.0565
H -0.9109 1.8132 0.9943
H 0.2766 0.4808 0.8095
H -2.5755 0.0234 1.6005
H -0.2559 -1.6282 2.3493
H -1.9876 -1.8818 2.6121
H -1.4936 -2.0109 0.8998
O 2.3134 -0.4590 2.0932
H 1.7130 -0.1797 2.7083
H 2.2128 -1.3339 1.8457
*
```

## Properties
- LUMO (eV) = 0.93
- HOMO-LUMO gap (eV) = 9.0
- structure (SMILES) = CCCCCNC.O


## S
Formula: C6H17NO
Source: the Open Molecules 2025 dataset
Level of theory: ωB97M-V/def2-TZVPD

```
! wB97M-V def2-TZVPD RIJCOSX def2/J DEFGRID3
* xyz 0 1
C -2.9529 0.1211 -1.6196
C -1.7466 1.0104 -1.4461
C -0.4090 0.1106 -1.5931
N 0.2040 -0.3223 -0.3448
C 1.2015 0.7939 0.2151
C 0.7250 1.2751 1.6040
C 2.6139 0.3883 0.2251
H -3.4013 -0.0357 -0.6155
H -3.8563 0.6573 -2.2159
H -2.5670 -0.7692 -2.2395
H -1.9755 1.8107 -2.2102
H -1.8775 1.5157 -0.4654
H 0.2690 0.5334 -2.3421
H -0.8109 -0.7997 -2.1706
H 0.7858 -1.2084 -0.4935
H 1.1111 1.6793 -0.3934
H 1.1682 0.5660 2.3721
H 0.9443 2.2685 2.0351
H -0.3534 1.1164 1.6601
H 3.2545 1.1924 0.2896
H 2.7045 -0.4607 1.0491
H 3.0862 0.0034 -0.7376
O 0.4464 -2.8358 2.4333
H 0.1228 -2.0463 2.1902
H -0.1953 -3.2772 2.9217
*
```

## Properties
- LUMO (eV) = 1.00
- HOMO-LUMO gap (eV) = 10.1
- structure (SMILES) = CCCNC(C)C.O


In kJ/mol, relative to the most stable structure: P 5.6; Q 0.0; R 85.4; S 41.2.


## P
Formula: C3H7ClN2O
Source: the Open Molecules 2025 dataset
Level of theory: ωB97M-V/def2-TZVPD

```
! wB97M-V def2-TZVPD RIJCOSX def2/J DEFGRID3
* xyz 0 1
C 1.9841 -0.3182 1.8661
C 0.8210 -1.1639 0.3106
C 0.5321 -0.1678 -0.6554
N -3.6176 2.4709 -1.0825
N 0.4014 -2.2673 0.6185
O -2.7166 2.1144 -1.8010
Cl -0.3388 -0.8909 -2.0671
H 1.1406 -0.0466 2.5392
H 2.5393 0.3686 1.2140
H 1.2586 0.2912 -1.1930
H -0.3378 0.4209 -0.2862
H 2.8435 -0.8486 2.3062
H -4.3422 2.8418 -1.7024
H -0.1675 -2.8046 -0.0670
*
```

## Properties
- LUMO (eV) = -0.48
- HOMO-LUMO gap (eV) = 8.2


## Q
Formula: C3H7ClN2O
Source: the Open Molecules 2025 dataset
Level of theory: ωB97M-V/def2-TZVPD

```
! wB97M-V def2-TZVPD RIJCOSX def2/J DEFGRID3
* xyz 0 1
C -1.0569 0.5731 1.4683
C 0.3040 0.3257 1.0157
C 0.5451 -0.6723 -0.0730
N 1.7009 -0.9884 -0.7695
N -0.7550 0.3801 -2.0053
O -0.1178 -0.1920 2.2780
Cl -0.5277 -2.0599 0.1055
H -1.1365 1.6012 1.8934
H -1.9798 0.1172 1.1515
H 1.1259 1.0515 1.1182
H 2.4712 -0.2783 -0.7482
H 1.6689 -1.5571 -1.6965
H -1.6921 0.4080 -1.6458
H -0.5500 1.2913 -2.0923
*
```

## Properties
- LUMO (spin up / spin down) (eV) = 0.48 / -0.09
- HOMO-LUMO gap (spin up / spin down) (eV) = 9.8 / 7.0


In kJ/mol, relative to the most stable structure: P 114.4; Q 0.0.


## P
Formula: C15H22N2O4
Source: the Open Molecules 2025 dataset
Level of theory: ωB97M-V/def2-TZVPD

```
! wB97M-V def2-TZVPD RIJCOSX def2/J DEFGRID3
* xyz 0 1
O 1.4452 -2.0584 -1.7003
C 2.0683 -1.1130 -1.2701
C 1.6014 -0.3893 -0.0097
C 2.0478 -1.1529 1.2343
O 3.4615 -1.2368 1.2112
N 0.1562 -0.3486 -0.0711
C -0.5577 0.6240 0.5527
O -0.0233 1.5196 1.1856
C -2.0556 0.5371 0.4011
C -2.7439 1.8242 -0.1345
C -3.7520 1.7049 1.0036
C -2.8715 0.6826 1.7145
C -5.2571 1.6186 0.8434
C -4.6166 2.7377 1.5787
C -4.7533 3.4167 2.8827
C -4.6601 4.2135 1.5870
N 3.1322 -0.6069 -2.0143
C 2.7818 -0.0442 -3.3347
C 4.0289 0.7732 -3.6808
C 4.7250 0.9078 -2.3162
O 3.7556 0.4981 -1.3596
H 1.9868 0.6256 0.0265
H 1.6834 -0.6122 2.1123
H 1.5874 -2.1471 1.2069
H 3.7546 -1.7684 1.9560
H -0.3040 -1.1051 -0.5513
H -2.3519 -0.3456 -0.1665
H -2.0914 2.6905 -0.0172
H -3.1289 1.7813 -1.1528
H -3.3526 -0.2196 2.0908
H -2.2636 1.1376 2.4976
H -5.6689 1.8184 -0.1392
H -5.7797 0.8614 1.4166
H -5.7132 3.3861 3.3817
H -3.8935 3.4336 3.5407
H -3.7401 4.7522 1.3972
H -5.5585 4.7053 1.2371
H 2.5747 -0.8542 -4.0275
H 1.8986 0.5944 -3.2451
H 4.6650 0.2544 -4.3954
H 3.7548 1.7390 -4.1005
H 5.6000 0.2568 -2.2527
H 5.0037 1.9260 -2.0566
*
```

## Properties
- LUMO (eV) = 0.77
- HOMO-LUMO gap (eV) = 10.0
- structure (SMILES) = O=C([C@H](CO)NC(=O)[C@H]1C[C@@]2(C1)C[C@]21CC1)N1CCCO1


## Q
Formula: C15H22N2O4
Source: the Open Molecules 2025 dataset
Level of theory: ωB97M-V/def2-TZVPD

```
! wB97M-V def2-TZVPD RIJCOSX def2/J DEFGRID3
* xyz 0 1
O 1.4452 2.4075 -0.2246
C 2.3284 1.7363 -0.6951
O 3.3153 2.2682 -1.4209
C 2.4593 0.2419 -0.5760
C 1.4818 -0.3937 0.4385
C 0.5040 -1.3294 -0.2591
O 0.8163 -2.4655 -0.5744
N -0.7241 -0.8405 -0.5389
C -1.2224 0.4811 -0.2042
C -2.4255 0.8042 -1.0944
N -3.5245 -0.1366 -0.9528
C -4.6853 0.3367 -0.2372
C -4.4843 0.7351 1.2399
O -5.7022 1.0742 1.8575
C -3.0785 -1.4655 -0.5643
C -1.6986 -1.7353 -1.1427
C 2.4473 -1.1642 1.3831
C 3.1756 -0.0837 2.1395
C 4.0123 0.5002 1.2913
C 3.8583 -0.1877 -0.0421
C 3.5408 -1.6141 0.4094
H 3.2133 3.2316 -1.4800
H 2.3201 -0.1809 -1.5755
H 0.9521 0.3770 0.9979
H -1.5248 0.5152 0.8514
H -0.4530 1.2372 -0.3682
H -2.0945 0.7902 -2.1404
H -2.7738 1.8140 -0.8749
H -5.4414 -0.4526 -0.2778
H -5.0772 1.2039 -0.7824
H -3.7713 1.5698 1.3137
H -4.0966 -0.1066 1.8174
H -6.1194 1.7839 1.3563
H -3.7934 -2.1934 -0.9610
H -3.0329 -1.5964 0.5282
H -1.3793 -2.7583 -0.9315
H -1.7179 -1.5995 -2.2295
H 1.9584 -1.9343 1.9725
H 2.9709 0.1814 3.1604
H 4.6540 1.3452 1.4613
H 4.6601 -0.0406 -0.7597
H 3.1619 -2.2588 -0.3790
H 4.3791 -2.0897 0.9158
*
```

## Properties
- LUMO (eV) = 0.58
- HOMO-LUMO gap (eV) = 9.0
- structure (SMILES) = O=C(O)[C@@H]1[C@@H](C(=O)N2CCN(CCO)CC2)[C@@H]2C=C[C@H]1C2


In kJ/mol, relative to the most stable structure: P 342.5; Q 0.0.


## P
Formula: CH6N2O
Source: the Open Molecules 2025 dataset
Level of theory: ωB97M-V/def2-TZVPD

```
! wB97M-V def2-TZVPD RIJCOSX def2/J DEFGRID3
* xyz 0 1
N -0.8063 -1.2236 -0.7496
C 0.5066 -1.1165 -1.0200
O 1.3391 -0.7681 -0.2079
H -1.5244 -1.2723 -1.4561
H -1.1353 -1.0733 0.1959
H 0.7752 -1.4132 -2.0364
N 0.0470 1.6438 1.4048
H 0.7622 1.6822 2.1125
H 0.1641 0.9580 0.6838
H -0.1282 2.5829 1.0730
*
```

## Properties
- LUMO (eV) = 0.91
- HOMO-LUMO gap (eV) = 10.3
- structure (SMILES) = NC=O.N


## Q
Formula: CH6N2O
Source: the Open Molecules 2025 dataset
Level of theory: ωB97M-V/def2-TZVPD

```
! wB97M-V def2-TZVPD RIJCOSX def2/J DEFGRID3
* xyz 0 1
H 0.3127 -2.2260 -0.4511
N 0.3349 -1.2617 -0.1257
C -0.8441 -0.7712 -0.1816
N -1.1723 0.3019 0.6561
H -1.5863 -1.0300 -0.9510
H -0.3955 0.9296 0.8135
H -1.9945 0.7449 0.2629
O 1.8489 1.4051 -0.2608
H 2.0607 1.3650 0.6635
H 1.4356 0.5424 -0.4257
*
```

## Properties
- LUMO (eV) = 0.90
- HOMO-LUMO gap (eV) = 10.7
- structure (SMILES) = [H]/N=C/N.O


## R
Formula: CH6N2O
Source: the Open Molecules 2025 dataset
Level of theory: ωB97M-V/def2-TZVPD

```
! wB97M-V def2-TZVPD RIJCOSX def2/J DEFGRID3
* xyz 0 1
C -0.7914 -0.1856 0.1783
N 1.5409 0.7543 0.3275
N 0.6202 -0.3835 0.2506
O -1.5394 -1.2825 -0.1029
H -1.1569 0.4846 1.0626
H -1.2147 0.8922 -1.1467
H 1.4954 1.3701 -0.4076
H 1.5723 1.1688 1.2177
H 0.8204 -1.0262 -0.5302
H -1.3468 -1.7921 -0.8492
*
```

## Properties
- LUMO (eV) = 0.83
- HOMO-LUMO gap (eV) = 9.2


In kJ/mol, relative to the most stable structure: P 0.0; Q 58.6; R 417.1.


## P
Formula: C3H7N
Source: the Open Molecules 2025 dataset
Level of theory: ωB97M-V/def2-TZVPD

```
! wB97M-V def2-TZVPD RIJCOSX def2/J DEFGRID3
* xyz 0 1
C 0.9055 3.6119 0.8703
C 1.1586 4.1835 -0.3232
H 0.2096 4.1945 1.5176
H 1.4622 2.9643 1.4308
H 0.6159 4.8321 -0.9623
H 2.0089 3.9362 -0.9352
C -1.5493 -4.6258 -0.5937
N -0.4934 -4.4938 0.1204
H -1.6614 -4.0957 -1.5837
H -2.2985 -5.3945 -0.4592
H -0.3583 -5.1129 0.9182
*
```

## Properties
- LUMO (eV) = 1.29
- HOMO-LUMO gap (eV) = 11.3
- structure (SMILES) = C=C.C=N


## Q
Formula: C3H7N
Source: the Open Molecules 2025 dataset
Level of theory: ωB97M-V/def2-TZVPD

```
! wB97M-V def2-TZVPD RIJCOSX def2/J DEFGRID3
* xyz 0 1
C -1.4770 0.0027 0.1017
N -0.1562 -0.0023 -0.5154
C 0.8991 0.7492 0.1116
C 0.9152 -0.7709 0.1163
H -2.0978 -0.6714 -0.5086
H -1.3773 -0.3144 1.1579
H -1.9107 1.0104 -0.0371
H 0.6918 1.4511 0.9970
H 1.6555 1.2255 -0.5419
H 0.5008 -1.2674 1.0342
H 1.6075 -1.3038 -0.4713
*
```

## Properties
- LUMO (eV) = 1.30
- HOMO-LUMO gap (eV) = 10.1
- structure (SMILES) = CN1CC1


## R
Formula: C3H7N
Source: the Open Molecules 2025 dataset
Level of theory: ωB97M-V/def2-TZVPD

```
! wB97M-V def2-TZVPD RIJCOSX def2/J DEFGRID3
* xyz 0 1
C 1.4070 0.1860 -0.0569
C 0.0269 -0.0074 0.0437
C -1.0282 0.7915 0.5222
N -0.5699 -1.4666 -0.1818
H -0.7671 0.7214 -0.7214
H 2.0572 0.3191 0.7935
H 1.7582 0.7227 -0.9397
H -1.9729 0.2937 0.6997
H -0.8759 1.8270 0.7986
H 0.2920 -1.8467 0.2182
H -0.3273 -1.5407 -1.1761
*
```

## Properties
- LUMO (eV) = 0.21
- HOMO-LUMO gap (eV) = 6.7


## S
Formula: C3H7N
Source: the Open Molecules 2025 dataset
Level of theory: ωB97M-V/def2-TZVPD

```
! wB97M-V def2-TZVPD RIJCOSX def2/J DEFGRID3
* xyz 0 1
C -1.4550 0.1242 0.7256
C -0.0041 -0.5113 0.7226
C 0.9067 0.2004 -0.0261
N 1.5736 -0.3122 -1.2703
H -2.1404 -0.5405 1.4227
H -1.0554 1.1495 0.9514
H -1.9765 0.2060 -0.2714
H 0.2132 -1.5051 1.2370
H 1.0311 1.3405 0.1897
H 0.8494 -0.5863 -1.9568
H 2.0575 0.4348 -1.7244
*
```

## Properties
- LUMO (eV) = 0.73
- HOMO-LUMO gap (eV) = 8.3
- structure (SMILES) = C/C=C/N


In kJ/mol, relative to the most stable structure: P 75.2; Q 0.0; R 373.0; S 148.9.


## P
Formula: C3H7N
Source: the Open Molecules 2025 dataset
Level of theory: ωB97M-V/def2-TZVPD

```
! wB97M-V def2-TZVPD RIJCOSX def2/J DEFGRID3
* xyz 0 1
C -1.1026 0.4303 -0.7427
N -0.0399 0.6505 0.2360
C 0.3227 -0.4616 1.0931
C 1.2245 -0.0210 0.0044
H -1.7015 -0.4610 -0.5086
H -0.6859 0.3112 -1.7509
H -1.7775 1.2938 -0.7534
H 0.5363 -0.2232 2.1334
H -0.1945 -1.4090 0.9344
H 2.1150 0.5658 0.2201
H 1.3033 -0.6758 -0.8658
*
```

## Properties
- LUMO (eV) = 1.31
- HOMO-LUMO gap (eV) = 10.4
- structure (SMILES) = CN1CC1


## Q
Formula: C3H7N
Source: the Open Molecules 2025 dataset
Level of theory: ωB97M-V/def2-TZVPD

```
! wB97M-V def2-TZVPD RIJCOSX def2/J DEFGRID3
* xyz 0 1
C -1.8627 0.0546 -0.1684
C -0.6637 -0.3656 0.2509
C 0.6279 0.6253 0.1233
N 1.5264 -0.4122 -0.1048
H -2.0480 1.1183 -0.3604
H -2.6487 -0.7520 -0.1651
H -0.2661 -1.2939 0.7182
H 1.0295 1.2016 1.0553
H 0.7665 1.6300 -0.6104
H 1.3853 -0.8350 -0.9097
H 2.4874 -0.0691 -0.2294
*
```

## Properties
- LUMO (eV) = 1.25
- HOMO-LUMO gap (eV) = 10.3
- structure (SMILES) = C=CCN


In kJ/mol, relative to the most stable structure: P 0.0; Q 116.4.